Entry from OMol25: one molecule with the formula C5H6O2 (ωB97M-V/def2-TZVPD).

Calculated values
Relative energy (zero: lowest compared OMol25 entry of this formula, charge and spin)   5.103 eV
Frontier orbital gap   8.54 eV
Highest occupied orbital energy   -9.5 eV

```
! RIJCOSX wB97M-V def2-TZVPD def2/J DEFGRID3
* xyz 0 1
O -2.471 -0.556 -0.604
C -1.766 0.343 -0.211
C -0.332 0.530 -0.676
O 0.141 1.706 -0.050
C 1.922 -0.279 0.063
C 1.020 -0.904 1.069
C 0.521 -0.675 -0.310
H -2.118 1.098 0.519
H -0.350 0.628 -1.773
H 1.050 1.854 -0.351
H 1.235 -1.933 1.353
H 0.761 -0.259 1.909
H 0.388 -1.553 -0.939
*
```



Entry from OMol25: one molecule with the formula C5H6O2 (ωB97M-V/def2-TZVPD).

Calculated values
Relative energy (zero: lowest compared OMol25 entry of this formula, charge and spin)   2.849 eV
Frontier orbital gap   9.89 eV
Structure (SMILES)   C[C@@]1(C=O)CC1=O
Highest occupied orbital energy   -9.2 eV

```
! RIJCOSX wB97M-V def2-TZVPD def2/J DEFGRID3
* xyz 0 1
C -1.266 -0.601 -0.609
C -0.009 0.049 -0.031
C 0.385 1.526 -0.643
O 1.054 2.369 -0.129
C 0.526 -0.260 1.367
C 1.117 -0.806 0.182
O 1.722 -1.627 -0.374
H -1.140 -1.317 -1.324
H -1.841 0.275 -1.088
H -1.746 -0.917 0.315
H 0.128 1.642 -1.636
H 0.063 -0.891 2.097
H 1.005 0.556 1.871
*
```



Entry from OMol25: one molecule with the formula C5H6O2 (ωB97M-V/def2-TZVPD).

Calculated values
Relative energy (zero: lowest compared OMol25 entry of this formula, charge and spin)   2.984 eV
Frontier orbital gap   10.56 eV
Structure (SMILES)   O=CCC#CCO
Highest occupied orbital energy   -9.7 eV

```
! RIJCOSX wB97M-V def2-TZVPD def2/J DEFGRID3
* xyz 0 1
O -1.849 1.080 -0.895
C -1.650 -0.058 -0.560
C -1.717 -0.482 0.909
C -0.277 -0.279 1.112
C 0.818 -0.240 0.597
C 1.990 -0.008 -0.251
O 1.815 1.120 -1.083
H -1.237 -0.820 -1.254
H -2.406 0.176 1.441
H -1.966 -1.530 1.098
H 2.899 0.052 0.358
H 2.097 -0.860 -0.932
H 1.483 1.848 -0.542
*
```



Entry from OMol25: one molecule with the formula C5H6O2 (ωB97M-V/def2-TZVPD).

Calculated values
Relative energy (zero: lowest compared OMol25 entry of this formula, charge and spin)   1.984 eV
Frontier orbital gap   10.34 eV
Structure (SMILES)   CC=C=COC=O
Highest occupied orbital energy   -9.4 eV

```
! RIJCOSX wB97M-V def2-TZVPD def2/J DEFGRID3
* xyz 0 1
C -1.588 -1.302 0.097
C -0.852 -0.361 1.006
C -0.323 0.758 0.595
C 0.355 1.737 0.062
O 1.621 1.582 -0.517
C 2.076 0.361 -0.861
O 1.519 -0.694 -0.743
H -1.675 -0.886 -0.910
H -2.586 -1.533 0.481
H -1.024 -2.240 0.026
H -0.658 -0.683 2.028
H 0.057 2.778 0.024
H 3.079 0.482 -1.290
*
```



Entry from OMol25: one molecule with the formula C5H6O2 (ωB97M-V/def2-TZVPD).

Calculated values
Relative energy (zero: lowest compared OMol25 entry of this formula, charge and spin)   4.161 eV
Frontier orbital gap (spin up / spin down)   7.10 / 7.98 eV
Structure (SMILES)   C=C=C(O)C(C)=O
Highest occupied orbital energy (spin up / spin down)   -8.0 / -7.9 eV

```
! RIJCOSX wB97M-V def2-TZVPD def2/J DEFGRID3
* xyz 0 1
C 2.798 -0.239 -0.061
C 1.532 0.055 -0.002
C 0.295 0.535 0.072
O 0.071 1.873 -0.153
C -0.675 -0.558 0.112
C -2.155 -0.367 -0.006
O -0.146 -1.694 0.124
H 3.149 -1.223 0.224
H 3.522 0.502 -0.381
H -0.799 2.123 0.183
H -2.436 0.683 -0.082
H -2.510 -0.888 -0.899
H -2.644 -0.803 0.870
*
```



Entry from OMol25: one molecule with the formula C5H6O2 (ωB97M-V/def2-TZVPD).

Calculated values
Relative energy (zero: lowest compared OMol25 entry of this formula, charge and spin)   3.037 eV
Frontier orbital gap   9.54 eV
Structure (SMILES)   C=C=C(O)CC=O
Highest occupied orbital energy   -9.1 eV

```
! RIJCOSX wB97M-V def2-TZVPD def2/J DEFGRID3
* xyz 0 1
C 2.547 -0.279 0.330
C 1.276 -0.596 0.390
C 0.078 -0.071 0.470
O 0.055 1.325 0.492
C -1.332 -0.547 0.431
C -1.912 0.012 -0.863
O -2.803 0.819 -0.899
H 3.091 -0.010 1.239
H 2.980 0.014 -0.632
H 0.817 1.617 0.995
H -1.857 -0.082 1.275
H -1.434 -1.635 0.463
H -1.416 -0.350 -1.795
*
```



Entry from OMol25: one molecule with the formula C5H6O2 (ωB97M-V/def2-TZVPD).

Calculated values
Relative energy (zero: lowest compared OMol25 entry of this formula, charge and spin)   3.553 eV
Frontier orbital gap   10.52 eV
Structure (SMILES)   O=C1C=CCCO1
Highest occupied orbital energy   -10.1 eV

```
! RIJCOSX wB97M-V def2-TZVPD def2/J DEFGRID3
* xyz 0 1
O 2.626 -0.803 -0.935
C 1.474 -0.451 -0.786
C 0.270 -1.367 -0.314
C -0.602 -1.066 0.678
C -0.781 0.464 0.971
C -0.232 1.249 -0.316
O 1.093 0.920 -0.901
H 0.535 -2.423 -0.955
H -1.560 -1.784 0.805
H -1.870 1.100 1.133
H -0.218 0.609 1.804
H -1.014 1.215 -0.976
H 0.279 2.337 -0.208
*
```



Entry from OMol25: one molecule with the formula C5H6O2 (ωB97M-V/def2-TZVPD).

Calculated values
Relative energy (zero: lowest compared OMol25 entry of this formula, charge and spin)   3.031 eV
Frontier orbital gap   10.30 eV
Structure (SMILES)   O=C1CO[C@H]2C[C@@H]12
Highest occupied orbital energy   -9.3 eV

```
! RIJCOSX wB97M-V def2-TZVPD def2/J DEFGRID3
* xyz 0 1
O -2.301 0.750 0.750
C -1.249 0.479 0.238
C -0.354 1.187 -1.140
O 0.568 0.219 -1.494
C 0.709 -0.982 -0.337
C 1.055 -0.469 1.026
C -0.371 -0.879 0.651
H 0.096 2.151 -0.820
H -1.153 1.376 -1.884
H 1.124 -1.806 -0.916
H 1.187 0.612 1.048
H 1.689 -0.986 1.760
H -0.999 -1.653 1.118
*
```



Entry from OMol25: one molecule with the formula C5H6O2 (ωB97M-V/def2-TZVPD).

Calculated values
Relative energy (zero: lowest compared OMol25 entry of this formula, charge and spin)   2.616 eV
Frontier orbital gap   10.58 eV
Structure (SMILES)   O=CCC#CCO
Highest occupied orbital energy   -9.9 eV

```
! RIJCOSX wB97M-V def2-TZVPD def2/J DEFGRID3
* xyz 0 1
O -3.737 0.006 -0.050
C -2.583 -0.191 -0.336
C -1.623 -0.189 0.824
C -0.188 -0.189 0.538
C 0.988 -0.140 0.273
C 2.436 -0.082 0.009
O 2.805 0.970 -0.856
H -2.257 -0.498 -1.355
H -1.927 0.663 1.435
H -2.083 -1.047 1.320
H 2.961 -0.019 0.974
H 2.762 -1.004 -0.480
H 2.428 1.782 -0.495
*
```



Entry from OMol25: one molecule with the formula C5H6O2 (ωB97M-V/def2-TZVPD).

Calculated values
Relative energy (zero: lowest compared OMol25 entry of this formula, charge and spin)   2.221 eV
Frontier orbital gap   11.06 eV
Structure (SMILES)   C#C[C@@H](C)OC=O
Highest occupied orbital energy   -10.2 eV

```
! RIJCOSX wB97M-V def2-TZVPD def2/J DEFGRID3
* xyz 0 1
C -0.365 2.236 -0.094
C -0.463 1.096 0.291
C -0.256 -0.325 0.632
C -1.284 -1.236 -0.037
O 1.082 -0.787 0.315
C 1.937 -0.034 -0.423
O 3.036 -0.413 -0.711
H -0.303 3.241 -0.444
H -0.335 -0.429 1.720
H -1.354 -1.056 -1.116
H -2.264 -1.063 0.420
H -0.994 -2.275 0.137
H 1.503 0.928 -0.714
*
```



Entry from OMol25: one molecule with the formula C5H6O2 (ωB97M-V/def2-TZVPD).

Calculated values
Relative energy (zero: lowest compared OMol25 entry of this formula, charge and spin)   2.634 eV
Frontier orbital gap   10.10 eV
Structure (SMILES)   CC=C=COC=O
Highest occupied orbital energy   -9.1 eV

```
! RIJCOSX wB97M-V def2-TZVPD def2/J DEFGRID3
* xyz 0 1
C -0.242 -0.105 1.914
C -0.363 -0.865 0.632
C 0.611 -1.098 -0.220
C 1.154 -0.686 -1.335
O 0.671 0.480 -2.001
C -0.322 1.238 -1.515
O -0.987 1.105 -0.520
H 0.631 0.552 1.921
H -0.150 -0.837 2.719
H -1.139 0.497 2.093
H -1.344 -1.275 0.401
H 1.975 -1.098 -1.911
H -0.494 2.091 -2.179
*
```



Entry from OMol25: a 3-piece molecular cluster, C5H6O2 overall (ωB97M-V/def2-TZVPD).

Calculated values
Relative energy (zero: lowest compared OMol25 entry of this formula, charge and spin)   7.205 eV
Frontier orbital gap (spin up / spin down)   7.32 / 7.32 eV
Highest occupied orbital energy (spin up / spin down)   -8.1 / -8.1 eV

```
! RIJCOSX wB97M-V def2-TZVPD def2/J DEFGRID3
* xyz 0 1
O -0.821 0.131 2.274
C -0.222 -0.043 1.236
C -0.336 -1.362 0.428
O -0.642 -1.015 -0.791
C 0.136 0.235 -1.010
C -0.298 1.599 -0.598
C 0.558 0.755 0.324
H -0.676 -2.342 0.761
H 1.242 -1.524 0.345
H 0.799 0.044 -1.853
H -1.343 1.734 -0.321
H 0.126 2.446 -1.138
H 1.477 -0.658 0.342
*
```